17
Properties=species:S:1:pos:R:3 method="wB97M-V/def2-TZVPD" lumo_ev=0.7 molar_mass_g_mol=102.1 homo_ha=-0.34607 charge=0 de_lowest_kcal_mol=44.9 gap_ev=10.1 smiles="CC(C)NC(N)=O"
N -0.09 0.43 0.58
H 0.84 -2.20 2.04
H -1.92 2.21 -1.48
H 1.51 -0.46 2.45
H -2.02 0.20 -1.57
H 0.63 -0.12 -2.40
C 0.82 0.77 -1.84
N 0.67 -1.12 2.19
C -0.24 1.13 -0.65
H 0.85 1.56 -2.64
H -2.32 0.97 -0.16
H 1.89 0.80 -1.43
H -0.10 2.26 -0.40
H -0.17 0.94 1.42
C 0.27 -0.85 0.92
C -1.73 1.08 -1.05
O 0.25 -1.77 0.07